87
Properties=species:S:1:pos:R:3:forces:R:3 method="wB97M-V/def2-TZVPD" homo_lumo_gap_ev="4.5 / 6.3" relative_energy_kcal_mol=33.6 charge=-2 spin_multiplicity=3
Ti 10.585 12.980 13.296 -0.8 1.3 -0.6
O 11.999 13.597 10.959 0.1 0.9 0.1
C 11.176 12.677 10.692 0.0 -0.7 0.3
N 10.884 11.841 11.762 0.2 -0.9 -0.3
C 10.757 10.462 11.773 -0.4 -0.3 0.3
C 11.068 9.518 10.769 -0.2 0.6 1.2
C 10.998 8.152 11.064 0.2 0.6 -0.8
C 10.533 7.738 12.292 -0.2 -0.4 0.6
C 10.168 8.655 13.274 0.1 0.4 0.3
C 10.307 10.026 13.044 0.4 -0.9 -0.6
N 10.168 11.066 13.977 0.0 -0.8 -1.1
C 9.820 10.804 15.229 0.9 1.5 -1.0
O 9.482 9.767 15.746 -0.7 -1.1 1.1
C 9.951 12.079 15.989 -0.1 0.9 1.7
C 9.228 12.187 17.155 -0.1 -0.4 -0.1
C 9.324 13.284 17.985 0.1 -0.2 -1.1
C 10.095 14.309 17.499 0.5 1.1 0.2
C 10.717 14.222 16.258 0.5 0.0 0.6
N 10.718 13.106 15.561 -0.8 -1.2 -1.3
C 10.470 12.521 9.477 0.3 0.3 -0.3
C 10.786 13.396 8.397 0.0 0.1 0.2
C 10.144 13.245 7.217 -1.1 -0.4 -0.8
C 9.149 12.210 7.080 0.4 0.5 0.2
C 8.882 11.446 8.213 -0.1 0.3 -0.3
N 9.489 11.570 9.379 -0.3 0.0 -0.1
H 11.321 9.937 9.815 0.3 -0.3 -0.4
H 11.316 7.433 10.305 -0.2 0.1 0.2
H 10.452 6.684 12.559 0.1 0.1 -0.3
H 9.837 8.335 14.253 0.0 -0.1 -0.2
H 8.565 11.372 17.317 -0.3 -0.6 0.6
H 8.763 13.337 18.892 -0.2 0.2 0.5
H 10.210 15.216 18.065 -0.1 0.3 0.0
H 11.300 15.020 15.810 -0.2 0.2 0.3
H 11.507 14.186 8.567 0.0 -0.1 0.0
H 10.313 13.936 6.392 0.1 -0.1 0.1
H 8.559 12.063 6.177 0.2 0.1 0.1
H 8.067 10.724 8.151 0.1 -0.1 0.2
O 4.025 17.900 19.129 0.2 -0.2 -0.5
S 4.788 17.024 18.248 0.0 -0.1 0.6
O 4.686 17.282 16.829 -0.1 0.3 0.0
O 6.674 17.861 18.738 -0.1 -0.2 -0.1
C 7.457 18.097 17.754 -0.1 0.5 -0.5
N 8.024 19.350 17.690 -0.1 -0.7 0.2
C 8.710 19.608 16.600 0.1 0.2 -0.3
C 8.870 18.731 15.533 0.1 -0.2 -0.3
C 8.352 17.449 15.706 0.0 -0.9 0.4
N 7.659 17.143 16.809 0.2 0.0 0.0
C 8.603 16.309 14.753 0.7 -0.4 -0.3
C 7.847 15.053 14.834 -0.9 0.5 0.4
C 7.880 14.067 13.924 0.2 0.6 -0.6
N 8.710 14.181 12.723 0.7 -0.5 0.9
C 9.860 15.081 13.036 0.4 0.0 -0.2
C 9.661 16.231 13.874 -1.2 0.1 0.4
H 9.151 20.604 16.561 0.0 0.0 -0.1
H 9.376 18.991 14.614 0.1 0.2 0.1
H 7.136 14.954 15.657 0.3 0.0 -0.1
H 7.228 13.193 13.997 0.4 0.3 -0.1
H 10.481 15.254 12.144 -0.2 -0.2 0.2
H 10.391 17.033 13.846 0.1 0.0 -0.2
C 6.856 17.334 11.755 0.6 0.2 -0.4
Si 7.812 16.105 10.683 0.4 0.0 -0.9
C 6.881 16.096 8.995 0.2 -0.1 0.3
C 9.492 16.870 10.117 -0.5 -0.3 0.3
C 8.009 14.295 11.396 -0.8 0.7 0.4
Si 6.356 13.304 11.320 -0.4 -0.6 -0.3
C 6.661 11.522 11.887 -0.3 0.5 0.9
C 5.856 13.083 9.492 0.1 0.3 -0.1
C 4.739 13.958 12.100 0.7 0.9 -0.5
H 7.543 17.896 12.389 0.0 0.0 0.1
H 6.117 16.898 12.398 -0.4 -0.3 0.3
H 6.361 18.063 11.100 0.0 -0.1 0.0
H 6.906 17.149 8.671 0.1 -0.3 -0.1
H 5.831 15.833 9.096 -0.2 0.0 0.1
H 7.305 15.447 8.209 0.0 0.3 0.4
H 9.340 17.701 9.412 -0.1 -0.1 0.3
H 10.059 16.103 9.580 0.0 0.0 0.1
H 10.092 17.204 10.964 0.1 0.1 -0.1
H 8.584 13.732 10.656 0.2 0.0 -0.1
H 7.423 11.119 11.240 0.2 -0.5 -0.5
H 5.716 10.973 11.866 0.0 -0.1 -0.5
H 7.015 11.337 12.905 0.2 0.4 0.0
H 6.702 13.139 8.792 -0.1 0.0 0.2
H 5.098 13.815 9.162 0.3 -0.3 0.2
H 5.418 12.087 9.373 0.0 0.0 0.1
H 4.769 14.136 13.161 0.1 0.1 0.5
H 3.956 13.239 11.918 -0.3 -0.4 -0.2
H 4.426 14.904 11.610 0.2 -0.4 0.2